{
  "formula": "C35H36N2O11P2Pd",
  "method": "ωB97M-V/def2-TZVPD",
  "charge": -2,
  "lumo_energy_ev": [4.366, 4.366],
  "spin_multiplicity": 3,
  "e_above_lowest_ev": 1.016,
  "homo_ev": [-2.5, -2.9],
  "s2": 2.01,
  "elements": ["Pd", "C", "C", "C", "O", "C", "C", "O", "C", "O", "C", "C", "C", "C", "C", "C", "C", "C", "C", "C", "C", "C", "C", "O", "C", "C", "C", "C", "C", "C", "C", "C", "C", "C", "C", "C", "H", "H", "H", "H", "H", "H", "H", "H", "H", "H", "H", "H", "H", "H", "H", "H", "H", "H", "H", "H", "H", "H", "H", "H", "H", "H", "H", "H", "O", "P", "O", "O", "O", "P", "O", "O", "O", "H", "H", "C", "N", "C", "C", "N", "C", "H", "H", "H", "H", "H", "H"],
  "coordinates": [[-0.422, -0.620, 1.733], [-0.845, 3.393, -1.860], [0.197, 2.388, -2.352], [0.852, 2.835, -3.636], [1.193, 2.192, -1.371], [0.747, 1.146, -0.479], [-0.498, 0.552, -1.234], [-0.377, 1.119, -2.549], [-0.935, -0.935, -1.290], [-1.302, -1.342, -0.018], [0.108, -1.848, -1.939], [0.686, -2.862, -1.186], [1.589, -3.745, -1.766], [1.915, -3.636, -3.113], [1.330, -2.633, -3.875], [0.439, -1.744, -3.288], [-2.263, -1.010, -2.131], [-2.532, -2.046, -3.022], [-3.762, -2.155, -3.667], [-4.764, -1.228, -3.434], [-4.521, -0.199, -2.531], [-3.297, -0.100, -1.887], [1.914, 0.278, 0.072], [1.369, -0.850, 0.632], [2.665, 1.145, 1.122], [3.350, 2.307, 0.763], [4.016, 3.062, 1.719], [4.006, 2.666, 3.053], [3.335, 1.507, 3.413], [2.674, 0.749, 2.451], [2.983, -0.183, -0.943], [2.930, 0.015, -2.314], [3.940, -0.456, -3.151], [5.019, -1.149, -2.629], [5.073, -1.380, -1.255], [4.070, -0.900, -0.431], [-0.388, 4.380, -1.767], [-1.232, 3.105, -0.881], [-1.677, 3.440, -2.566], [1.418, 3.750, -3.453], [0.089, 3.029, -4.393], [1.531, 2.064, -4.001], [0.351, 1.627, 0.419], [-1.345, 1.015, -0.731], [0.430, -2.921, -0.137], [2.052, -4.513, -1.156], [2.630, -4.317, -3.561], [1.582, -2.530, -4.925], [-0.015, -0.962, -3.886], [-1.774, -2.793, -3.218], [-3.932, -2.980, -4.351], [-5.721, -1.311, -3.935], [-5.299, 0.525, -2.308], [-3.165, 0.677, -1.146], [3.364, 2.615, -0.276], [4.542, 3.963, 1.423], [4.511, 3.263, 3.804], [3.297, 1.202, 4.452], [2.142, -0.154, 2.722], [2.082, 0.529, -2.742], [3.864, -0.294, -4.221], [5.802, -1.520, -3.281], [5.899, -1.938, -0.829], [4.108, -1.088, 0.637], [0.551, 0.377, 5.435], [-0.746, 0.748, 4.562], [-1.596, 1.722, 5.284], [-0.302, 1.058, 3.139], [-1.569, -0.677, 4.480], [-0.868, -2.135, 4.235], [-1.774, -2.697, 3.011], [-1.002, -2.978, 5.439], [0.481, -1.834, 3.601], [1.037, -0.325, 4.971], [-2.701, -2.722, 3.272], [-4.372, 1.154, 4.805], [-4.072, 0.807, 3.428], [-4.499, -0.316, 2.749], [-3.762, -0.357, 1.601], [-2.895, 0.716, 1.561], [-3.131, 1.392, 2.662], [-5.420, 1.434, 4.914], [-3.720, 1.973, 5.101], [-4.138, 0.313, 5.457], [-5.232, -0.988, 3.164], [-3.727, -1.107, 0.827], [-2.571, 2.249, 3.005]],
  "forces_ev_per_a": [[0.22, -0.20, -0.41], [-0.01, 0.05, 0.01], [-0.04, -0.11, 0.14], [0.04, 0.12, -0.14], [0.04, 0.00, 0.10], [0.02, 0.03, -0.04], [0.04, 0.06, -0.15], [-0.07, -0.09, 0.05], [-0.06, -0.19, -0.04], [-0.11, 0.16, -0.06], [-0.02, -0.08, -0.02], [0.01, -0.04, 0.03], [0.02, 0.04, -0.07], [-0.05, 0.07, 0.07], [0.02, 0.02, 0.06], [0.05, 0.02, -0.01], [0.10, 0.10, 0.15], [-0.03, -0.06, -0.01], [0.05, 0.03, 0.05], [0.06, 0.04, 0.03], [0.03, -0.03, 0.01], [0.04, -0.06, 0.03], [0.17, -0.08, -0.19], [0.30, 0.25, 0.31], [0.01, 0.03, -0.15], [0.02, -0.03, 0.00], [-0.04, -0.04, 0.00], [-0.03, -0.04, -0.05], [-0.02, 0.02, -0.04], [-0.02, -0.01, 0.07], [-0.04, -0.06, 0.03], [-0.01, 0.03, -0.10], [0.00, -0.02, 0.08], [-0.05, 0.02, 0.07], [-0.05, 0.06, -0.05], [-0.04, -0.01, 0.02], [-0.02, -0.03, 0.00], [0.02, 0.03, -0.06], [0.03, 0.01, 0.02], [-0.02, -0.03, -0.03], [0.04, 0.00, 0.02], [-0.04, 0.04, 0.02], [-0.08, 0.02, 0.09], [-0.10, 0.09, 0.05], [0.01, -0.06, -0.11], [-0.01, 0.01, -0.01], [0.00, -0.01, -0.01], [0.00, 0.00, -0.01], [0.02, -0.01, 0.01], [-0.05, 0.01, 0.02], [0.01, 0.00, 0.00], [0.00, 0.00, 0.00], [0.01, 0.00, 0.00], [0.02, 0.03, 0.03], [-0.02, 0.00, 0.01], [0.00, 0.01, -0.01], [0.01, 0.00, 0.00], [0.01, 0.00, -0.02], [0.05, -0.01, -0.01], [0.07, -0.08, 0.03], [0.00, 0.00, 0.01], [0.00, 0.00, 0.01], [-0.01, 0.01, 0.00], [-0.02, 0.01, -0.03], [-0.09, 0.09, 0.15], [0.12, -0.19, -0.36], [0.38, 0.01, 0.02], [-0.17, -0.22, 0.33], [0.00, 0.16, 0.30], [0.52, 0.03, 0.02], [-0.08, 0.03, 0.10], [-0.02, 0.03, -0.03], [-0.51, 0.06, 0.02], [-0.03, -0.10, -0.13], [-0.03, 0.01, -0.08], [-0.16, 0.09, -0.07], [-0.25, -0.03, 0.10], [0.16, 0.02, 0.11], [0.21, 0.11, -0.03], [-0.45, 0.04, -0.21], [0.22, -0.06, 0.05], [-0.10, -0.03, -0.03], [-0.06, -0.08, -0.03], [0.02, -0.01, -0.02], [0.01, 0.05, -0.01], [-0.06, 0.01, -0.02], [-0.11, -0.04, -0.05]],
  "lowdin_spin": [1.46, 0.00, 0.00, 0.00, 0.00, 0.00, 0.00, 0.00, 0.01, 0.16, 0.00, 0.00, 0.00, 0.00, 0.00, 0.00, 0.00, 0.00, 0.00, 0.00, 0.00, 0.00, 0.01, 0.17, 0.00, 0.00, 0.00, 0.00, 0.00, 0.00, 0.01, 0.00, 0.00, 0.00, 0.00, 0.00, 0.00, 0.00, 0.00, 0.00, 0.00, 0.00, 0.00, 0.00, 0.00, 0.00, 0.00, 0.00, 0.00, 0.00, 0.00, 0.00, 0.00, 0.00, 0.00, 0.00, 0.00, 0.00, 0.00, 0.00, 0.00, 0.00, 0.00, 0.00, 0.00, 0.01, 0.01, 0.06, 0.00, 0.00, 0.01, 0.00, 0.06, 0.00, 0.00, 0.00, 0.00, 0.00, 0.00, 0.01, 0.00, 0.00, 0.00, 0.00, 0.00, 0.00, 0.00]
}